1.
A structure of composition CH3O2S2 at a distorted geometry. Source: the Open Molecules 2025 dataset; level of theory: the ωB97M-V functional and the def2-TZVPD basis.

Structure (XYZ):
```
8
Properties=species:S:1:pos:R:3:forces:R:3:mulliken_charge:R:1
C -0.712679 0.041730 -0.124556 0.21 -4.38 2.49 -0.2082
O 1.796903 0.405628 0.014493 1.34 -0.47 -0.32 -0.6590
O -0.105395 -1.382442 -0.622473 -0.08 0.17 -1.90 -0.5965
S -2.367042 0.239802 0.278359 -0.23 -0.73 0.41 -0.5238
S 0.739825 -0.002763 0.988462 -0.89 2.04 0.48 0.3070
H -0.451452 0.806298 -0.685870 1.78 3.04 -3.44 0.2916
H 0.478818 1.268241 1.495463 -0.21 -0.54 0.52 0.0899
H 0.621021 -1.376496 -1.343877 -1.91 0.88 1.75 0.2990
```
Positions in Å, forces in eV/Å.

The charge is -1. Its LUMO energy is 3.621 eV. The value obtained for the HOMO-LUMO gap is 6.9 eV.

***

2.
A cluster of 13 separate species, C25H80N4O13 in total at a distorted geometry. Source: the Open Molecules 2025 dataset; level of theory: the ωB97M-V functional and the def2-TZVPD basis.

Structure (XYZ):
```
122
Properties=species:S:1:pos:R:3:forces:R:3:mulliken_charge:R:1
C 4.068701 0.618304 0.896900 1.65 -0.27 0.06 -0.5578
O 3.508498 1.651590 1.677396 -0.14 0.24 -0.27 -0.2834
H 3.452632 0.297511 0.056694 -0.17 0.15 -0.11 0.1396
H 5.071524 0.971461 0.518456 -0.87 -0.58 0.09 0.3273
H 4.268769 -0.278617 1.521541 -0.23 0.65 -0.19 0.1733
H 3.557381 2.447689 1.117888 -0.38 -0.18 0.40 0.2266
C 1.218125 2.004298 -3.087354 0.18 0.26 -1.47 -0.5259
O 0.220420 2.784482 -2.463221 1.12 0.95 -0.63 -0.3910
H 1.971348 2.661015 -3.577977 -0.46 -0.22 0.63 0.3144
H 1.724623 1.335996 -2.392443 0.09 -0.11 -0.15 0.2628
H 0.757764 1.447355 -3.936463 0.37 -0.12 0.57 0.0814
H -0.318420 2.166258 -2.008699 -1.20 -0.86 0.92 0.2903
C -1.855297 -2.382982 2.888196 -0.90 0.16 -0.14 -0.5977
O -2.764592 -1.576956 2.079782 0.18 0.62 1.35 -0.4602
H -2.374052 -2.970113 3.708171 0.46 0.94 -0.79 0.2980
H -1.465170 -3.089576 2.171218 0.30 -0.35 0.00 0.1732
H -1.023917 -1.765102 3.257826 -0.28 -0.30 0.13 0.1608
H -2.913513 -0.719555 2.549051 0.14 -1.02 -0.54 0.2069
C -2.325143 4.217882 -1.802130 2.05 0.55 -0.09 -0.7526
O -2.486015 3.512022 -0.613063 0.17 -1.33 0.87 -0.5750
H -2.341770 3.547560 -2.622286 -0.66 -0.52 -1.14 0.3435
H -3.008346 5.035869 -1.875740 -0.77 0.26 -0.05 0.3099
H -1.302995 4.642777 -1.901056 -0.41 0.03 0.34 0.1252
H -2.128964 2.579043 -0.724712 -0.26 1.08 -0.12 0.2619
C 2.721034 -2.156700 3.815924 -1.65 -0.17 0.29 -0.0350
O 1.892829 -3.122694 3.141184 0.96 0.93 -2.07 -0.5128
H 3.386962 -2.761155 4.417270 0.71 0.53 0.27 0.4128
H 3.224395 -1.528186 3.045148 -0.33 -0.68 0.66 -0.1471
H 2.065786 -1.514026 4.462927 0.84 -0.29 -0.46 0.0678
H 1.269291 -3.585547 3.663281 -0.61 -0.26 1.30 0.2668
C -0.865877 4.669106 3.356831 1.84 -1.24 0.58 -0.0219
O -0.946282 4.314333 4.741039 -0.95 0.47 0.12 -0.5102
H -0.751930 3.707820 2.840635 0.41 0.31 -0.47 -0.2711
H -1.757796 5.090513 2.956013 -0.56 0.93 -0.10 0.3885
H 0.054737 5.294632 3.303537 -0.90 -0.28 -0.57 0.2467
H -1.890744 4.195284 4.890021 0.14 -0.06 0.41 0.2804
C -0.553386 -5.066418 -4.254162 0.18 -0.69 0.57 -0.2662
O -1.040587 -5.810289 -3.130670 0.51 -0.01 0.06 -0.5298
H -1.352931 -4.871637 -4.939215 -0.40 0.29 -0.55 0.3240
H -0.135932 -4.131774 -3.886988 0.07 0.15 -0.13 -0.0633
H 0.224900 -5.647628 -4.779927 -0.27 0.23 0.28 0.2492
H -1.984927 -5.950710 -3.182435 -0.12 0.08 -0.21 0.2906
C 1.576340 4.995685 -0.098119 0.74 0.01 -0.38 -0.5692
O 2.103786 3.915912 0.632740 0.42 -0.72 0.72 -0.4417
H 2.392707 5.226461 -0.782234 -0.15 0.44 -0.14 0.2746
H 0.747272 4.668308 -0.714593 -0.48 0.17 0.11 0.1306
H 1.380715 5.866886 0.532248 -0.24 -0.06 -0.15 0.2883
H 1.668002 3.779493 1.479667 -0.24 0.10 -0.17 0.2283
C -4.556901 2.233776 1.082711 0.58 0.70 -1.40 -0.5997
O -3.242083 2.169838 1.642280 -0.36 -0.06 0.37 -0.1948
H -4.620258 1.475721 0.282666 -0.32 0.16 0.31 0.1510
H -5.237990 2.005468 1.882383 -0.52 0.04 0.14 0.3111
H -4.779740 3.222734 0.556821 0.29 -1.17 1.06 0.2163
H -2.704730 2.850815 1.233815 0.03 0.28 -0.31 0.2468
C 2.235269 -2.189112 -3.518196 0.68 0.23 -0.06 -0.6292
C 3.712177 -1.838654 -3.791172 1.12 -0.21 0.22 0.2083
C 4.174364 -2.504388 -5.088003 0.09 -0.17 0.40 -0.7778
O 5.532760 -2.089217 -5.386614 -1.11 -0.94 -0.87 -0.3056
C 5.973609 -2.828044 -6.532468 0.97 -0.36 0.71 -0.8047
N 3.936171 -0.375851 -3.866907 -1.45 -0.14 0.36 -0.4847
H 2.019769 -3.246992 -3.521556 0.45 -0.61 -0.33 0.4990
H 1.643709 -1.765809 -4.318110 -0.47 0.36 -0.07 0.3331
H 1.874203 -1.892868 -2.541071 0.11 0.76 -0.05 -0.4065
H 4.358063 -2.287231 -2.992547 -0.49 0.70 -0.35 0.2306
H 3.462812 -2.175092 -5.866014 0.41 -0.14 -0.23 0.3672
H 4.085233 -3.620562 -4.976502 0.32 0.79 -0.25 0.3693
H 6.122474 -3.874059 -6.269983 -0.18 -0.32 0.21 0.3165
H 6.966269 -2.520793 -6.884640 -0.34 0.56 0.31 0.2808
H 5.292459 -2.823390 -7.363852 -0.57 0.40 -0.37 0.3249
H 4.878672 -0.047190 -3.976633 0.41 -0.57 -0.04 0.2721
H 3.399134 0.021497 -4.641235 0.12 -0.21 0.30 0.2172
C -1.479691 0.918452 4.408905 0.36 1.66 0.49 0.1406
C -1.304087 0.817361 5.905214 0.86 0.45 0.81 0.4231
C 0.055995 1.360520 6.418207 0.82 0.61 -2.12 -0.7590
O 1.133237 0.690689 5.586788 -1.24 1.56 1.28 -0.2577
C 2.233681 1.507751 5.172302 0.27 -0.48 -0.23 -0.7211
N -2.422969 1.467227 6.546753 -0.39 -0.58 0.31 -0.6760
H -1.711030 2.012755 4.213690 0.40 -1.35 -0.31 -0.5203
H -2.302216 0.326756 4.092981 -1.00 -0.37 -0.15 -0.0001
H -0.610832 0.578393 3.864720 0.32 0.23 0.01 0.1026
H -1.343064 -0.182277 6.263615 0.02 -1.30 -0.11 0.3466
H 0.212544 1.167418 7.472869 0.09 -0.56 0.22 0.3571
H 0.059489 2.491579 6.354801 0.28 -1.12 -0.55 0.2547
H 3.125919 0.884898 5.302236 0.00 0.13 -0.05 0.2817
H 2.386832 2.405995 5.773757 -0.30 -0.01 0.07 0.3862
H 2.209639 1.786740 4.094488 -0.36 -0.15 0.60 0.1552
H -2.522496 2.391091 6.191127 -0.14 0.84 0.15 0.2093
H -2.378531 1.441616 7.560536 0.02 0.24 -0.23 0.2608
C -4.026547 -3.221876 -0.751678 0.77 1.01 1.10 -1.7367
C -3.246644 -2.046819 -1.348652 -0.19 0.59 0.67 2.0617
C -3.142091 -2.119921 -2.874079 1.39 -0.15 0.38 -1.1049
O -2.286816 -1.055468 -3.329893 -0.69 -0.29 1.01 -0.0294
C -2.229897 -0.860711 -4.701920 -0.07 -0.30 -1.15 -0.7559
N -4.069708 -0.836015 -0.964500 0.45 -1.04 -1.35 -0.6413
H -3.521763 -4.151753 -0.920685 -0.06 -0.76 -0.37 0.3602
H -5.062006 -3.153994 -1.015245 -0.53 -0.40 -0.67 0.4583
H -4.043294 -3.071617 0.341758 0.20 -0.04 -0.30 0.3143
H -2.186055 -2.097285 -0.921722 -1.22 0.49 -0.50 -0.7073
H -4.119070 -2.092687 -3.319459 -0.67 0.34 -0.36 0.4962
H -2.664567 -3.072818 -3.178354 -0.20 0.16 0.23 0.1144
H -3.201594 -0.501711 -5.144853 0.77 -0.35 0.38 0.2557
H -1.874438 -1.767972 -5.258217 -0.50 0.36 0.41 0.2343
H -1.448508 -0.122062 -4.866539 -0.15 0.28 -0.08 0.1640
H -3.935995 -0.526274 -0.034054 0.26 -0.22 1.15 0.0542
H -3.915860 -0.033548 -1.548732 0.32 0.12 -0.47 0.3388
C -0.166922 1.442878 1.214998 -0.82 1.51 1.27 -0.4998
C -0.077111 0.613092 -0.001201 -0.43 -0.52 -0.92 1.8425
C 0.226213 -0.825684 0.390674 -1.89 0.52 1.32 -0.3582
O 0.371723 -1.584288 -0.746073 1.09 -0.95 -1.18 0.2611
C 0.607973 -2.989328 -0.590579 -1.06 0.44 0.20 -0.5943
N -1.410350 0.762461 -0.670473 0.91 0.67 0.24 0.2394
H 0.768330 1.513454 1.783532 -0.21 -0.10 -0.06 0.3705
H -1.016784 1.083385 1.856411 0.99 0.07 -0.44 -0.2392
H -0.506519 2.468875 0.935813 0.56 -0.51 0.10 0.0305
H 0.735747 0.927439 -0.705262 -0.74 0.00 0.60 -0.8478
H -0.667816 -1.175892 0.973767 0.53 0.10 -0.34 -0.5725
H 1.031981 -0.787338 1.116131 0.85 -0.48 -0.15 0.6285
H -0.209788 -3.386343 0.041980 0.35 -0.21 -0.35 0.2093
H 1.557055 -3.252661 -0.141766 0.37 0.32 0.37 0.3432
H 0.601423 -3.434054 -1.591081 -0.34 0.11 0.27 -0.0999
H -1.491454 0.028833 -1.331013 -0.29 -0.77 -1.05 -0.1298
H -2.186668 0.644262 -0.015298 0.56 -0.10 0.16 -0.2165
```
Positions in Å, forces in eV/Å.

The charge is 0. Its LUMO energy is 0.621 eV. The value obtained for the HOMO-LUMO gap is 9.6 eV.

***

3.
A structure of composition C27H41ClN2O6PReSSe. Source: the Open Molecules 2025 dataset; level of theory: the ωB97M-V functional and the def2-TZVPD basis.

Structure (XYZ):
```
81
Properties=species:S:1:pos:R:3:forces:R:3:mulliken_charge:R:1
Re 1.442666 -0.308219 -1.707340 -0.16 -0.34 -0.14 0.8166
C -1.258837 -4.263328 4.192126 -0.01 0.00 0.00 -1.4939
C -0.241389 -3.466518 3.420836 0.01 0.00 0.00 0.9337
C 1.098096 -3.836393 3.402755 0.00 -0.01 0.00 -0.7549
C 2.041006 -3.087997 2.705506 -0.03 0.01 -0.01 -0.6587
C 1.631333 -1.974629 1.999051 0.05 0.04 0.02 -0.0300
C 0.299307 -1.581756 2.007922 -0.04 -0.05 0.04 -0.3357
C -0.627091 -2.323148 2.719825 0.02 0.02 -0.02 -0.5504
S 2.825452 -0.988421 1.058375 -0.01 -0.04 -0.24 0.7789
O 4.138738 -1.570894 1.410359 0.08 -0.05 0.11 -0.8086
O 3.426685 3.646430 2.136329 -0.02 0.03 0.05 -0.5046
N 2.329645 -1.520402 -0.437962 -0.06 0.02 0.21 0.2772
C 2.775395 -2.827087 -0.885384 0.05 -0.01 0.07 -0.3933
C 2.711749 -2.847336 -2.411815 -0.08 0.24 -0.05 0.2906
O 2.940177 -3.860414 -3.048328 0.02 -0.14 -0.01 -0.7608
O 2.393704 -1.700062 -2.942232 0.15 -0.14 -0.06 -0.7008
H -0.831359 -5.194046 4.564428 0.00 0.00 0.00 0.3731
H -2.119251 -4.510124 3.567871 -0.01 -0.01 0.00 0.3213
H -1.630685 -3.697915 5.049118 0.00 0.00 0.01 0.3037
H 1.412745 -4.720321 3.946567 0.00 -0.01 0.00 0.3222
H 3.090917 -3.353444 2.697166 0.01 0.00 -0.01 0.5203
H -0.022737 -0.703189 1.456751 0.04 -0.04 -0.02 0.3351
H -1.664419 -2.004543 2.730393 -0.01 -0.01 0.00 0.4897
H 2.184355 -3.654911 -0.483437 0.01 -0.01 -0.01 0.2318
H 3.813706 -2.991046 -0.583371 -0.01 -0.03 -0.01 0.5971
N 1.579591 0.845979 -3.559678 -0.03 0.15 -0.03 -0.4751
C 1.018695 2.196786 -3.366032 0.03 -0.03 0.05 -0.7814
C 0.113105 2.258616 -2.135279 -0.02 -0.27 -0.08 0.2236
O -0.549597 3.252373 -1.927022 -0.05 0.16 0.10 -0.7255
O 0.068633 1.165668 -1.417685 -0.20 0.37 0.02 -0.2541
H 2.585208 0.895024 -3.700964 -0.01 -0.01 0.02 0.4093
H 1.169288 0.365016 -4.350190 0.01 0.00 -0.01 0.3051
H 0.446680 2.527357 -4.233319 -0.01 0.02 0.02 0.3933
H 1.829531 2.901042 -3.194665 0.00 0.01 -0.01 0.3204
C 0.308884 6.683284 2.957835 0.00 0.04 -0.01 -1.4250
C -0.318570 5.383775 2.540013 -0.02 -0.02 -0.02 0.7133
C -1.335961 5.342410 1.596212 -0.01 0.02 -0.02 -1.1968
C -1.906835 4.146637 1.181281 -0.04 0.03 -0.04 0.9529
C -2.988000 4.174710 0.142178 -0.04 -0.01 0.00 -1.6460
C -1.433518 2.937361 1.732202 -0.07 -0.02 0.03 0.4661
Se -2.202680 1.308951 1.211159 0.07 0.13 0.00 0.1144
C -0.392043 2.964135 2.686976 0.09 -0.09 0.06 0.8686
C 0.197576 1.707437 3.260866 0.00 -0.02 -0.02 -0.9901
C 0.133700 4.183715 3.077982 0.04 -0.03 -0.02 -1.0480
H -0.188991 7.531968 2.489014 0.00 -0.01 0.00 0.3593
H 1.363944 6.708135 2.676825 -0.01 -0.02 0.00 0.2960
H 0.260514 6.813774 4.040613 0.00 -0.02 0.00 0.3381
H -1.691903 6.269464 1.159315 0.00 -0.01 0.00 0.2184
H -3.231049 5.204560 -0.120185 0.00 -0.01 -0.01 0.3882
H -3.890501 3.675487 0.497951 0.01 0.02 -0.01 0.3642
H -2.651261 3.652645 -0.753215 0.02 0.01 -0.02 0.2691
H -0.570511 1.038028 3.648373 0.02 0.01 0.02 0.4018
H 0.907098 1.945886 4.052060 0.00 0.00 0.00 0.3582
H 0.733058 1.150979 2.487910 0.01 0.03 0.02 -0.0907
H 0.947277 4.195161 3.793893 0.02 0.00 0.01 0.2816
C -2.509784 -0.014987 -3.006036 -0.01 0.02 0.02 -1.2741
C -2.084064 -0.974659 -1.899450 -0.02 -0.07 -0.03 0.3574
P -0.421842 -1.718617 -2.124051 0.47 0.19 0.11 0.9881
C -0.471890 -2.389009 -3.835424 -0.10 -0.05 0.03 -0.7864
C -1.581174 -3.383008 -4.164151 0.01 0.01 -0.01 -1.4807
C -0.450439 -3.237675 -1.072641 -0.10 -0.02 0.01 0.2425
C -1.798473 -3.830982 -0.668854 0.02 -0.01 0.01 -1.7333
H -3.499814 0.388349 -2.788324 -0.01 0.02 -0.01 0.4189
H -2.561352 -0.515129 -3.975162 0.00 0.01 0.00 0.3351
H -1.829748 0.831449 -3.084282 0.02 -0.01 -0.02 0.1269
H -2.822358 -1.772542 -1.800430 -0.02 0.02 0.00 0.7326
H -2.041080 -0.442658 -0.946521 -0.02 -0.01 -0.01 -0.6494
H 0.512587 -2.828287 -4.008184 0.01 0.01 0.00 0.4041
H -0.535099 -1.518493 -4.496264 0.02 0.00 0.00 0.3609
H -1.456290 -4.310094 -3.604030 0.00 -0.01 0.01 0.2958
H -1.565141 -3.640287 -5.224946 0.00 -0.02 -0.01 0.4386
H -2.571363 -2.982209 -3.936407 -0.01 0.00 0.01 0.3029
H 0.104487 -2.981044 -0.170294 0.01 0.00 -0.01 -0.6402
H 0.154103 -3.975629 -1.608981 -0.01 0.00 -0.01 0.6042
H -2.337866 -3.154565 -0.004039 -0.01 0.00 0.00 0.2691
H -1.642128 -4.765176 -0.125369 -0.01 0.00 0.01 0.4631
H -2.441742 -4.046236 -1.522396 0.00 -0.01 -0.01 0.3355
Cl 3.313763 1.315939 -1.276343 0.03 0.02 0.00 -0.5890
C 2.868640 3.374463 1.104962 -0.05 -0.02 -0.03 0.0655
H 3.131642 3.862684 0.152052 -0.01 -0.01 0.01 0.3079
H 2.065156 2.621750 1.045633 0.02 0.01 -0.01 0.0951
```
Positions in Å, forces in eV/Å.

The charge is -1. As for the expectation value of S²: 0.77. Its LUMO energy (alpha / beta) is 2.318 / 0.457 eV. Its spin multiplicity is 2. The value obtained for the HOMO-LUMO gap (alpha / beta) is 6.4 / 4.6 eV.

***

Taking the records one at a time from the top gives energy above the lowest of the compared OMol25 structures with the same formula, charge and spin values of 3.1136; 1.3225; 0.6867 eV.